DFT (ωB97M-V/def2-TZVPD) results for one molecule with the formula C4H12N2O in a non-equilibrium geometry.

```
19
Properties=species:S:1:pos:R:3:forces:R:3:lowdin_charge:R:1
C 0.2956 -0.0616 -1.6400 -0.4403 -0.9214 1.1096 -0.063
C -0.6217 -0.1684 -0.3741 0.0637 -2.0560 -0.3679 -0.370
C -0.7639 -1.6515 -0.0804 -2.6762 -1.7428 -0.5925 -0.231
O -1.8662 -2.1507 -0.9130 0.0105 0.3951 -0.0325 -0.104
N -0.0993 0.2918 0.9505 -2.3889 0.7701 -2.5357 -0.039
C 0.3981 1.6249 0.8159 2.8777 0.3578 1.1300 -0.320
N 1.5810 1.7405 1.7375 -1.0713 0.4122 1.2835 -0.019
H 1.2040 -0.5709 -1.3216 0.9453 1.0759 -0.1092 0.078
H -0.0117 -0.7987 -2.3953 -0.7423 0.5481 0.0340 0.077
H 0.3076 0.9481 -2.0534 0.6396 -0.3025 -0.0239 0.072
H -1.6343 0.0963 -0.7640 0.4615 0.6565 1.3318 0.149
H -1.1908 -1.8102 0.9622 1.2272 0.1890 -0.9631 0.138
H 0.1046 -2.2757 -0.3516 0.0856 0.4987 0.6937 0.125
H -1.6840 -2.9658 -1.3839 0.4006 -0.0177 0.2156 0.072
H 0.4145 -0.4947 1.3218 0.9208 0.9174 0.2632 0.102
H 0.9309 1.7451 -0.1290 -0.7732 0.3690 -0.4447 0.088
H -0.3596 2.4223 0.9912 0.1613 -0.7419 -0.2072 0.123
H 1.2398 1.3549 2.6312 0.3654 0.0907 -0.2893 0.059
H 1.7553 2.7240 1.9961 -0.0670 -0.4983 -0.4953 0.064
```
Forces are in eV/Å.

## Properties
Electronic energy (hartree): -344.28380
SMILES: C[C@@H](CO)NCN
HOMO energy (eV): -8.910
Energy above the lowest of the compared OMol25 structures with the same formula, charge and spin (eV): 2.7544